The following is a DFT calculation (the ωB97M-V functional and the def2-TZVPD basis) of a structure of composition C38H71F7MnN2O12.

```
! wB97M-V def2-TZVPD RIJCOSX def2/J DEFGRID3
* xyz 0 6
Mn 2.77 3.11 3.93
C 2.07 1.60 8.02
O 3.26 2.28 8.14
O 1.96 1.65 6.65
C 2.03 0.23 8.76
F 2.13 0.35 10.11
F 0.87 -0.42 8.53
F 3.06 -0.48 8.34
C 3.52 3.03 9.37
C 4.54 4.14 9.05
H 4.18 4.84 8.30
H 4.81 4.56 10.02
H 5.41 3.68 8.57
H 3.91 2.39 10.16
H 2.61 3.49 9.76
H 1.20 2.00 8.54
C 2.28 1.86 0.34
O 2.41 0.89 1.42
O 2.05 2.95 1.20
C 3.45 2.01 -0.74
F 3.15 2.89 -1.71
F 4.65 2.36 -0.40
F 3.53 0.85 -1.40
C 2.54 -0.51 1.33
C 2.71 -1.32 2.59
H 2.02 -0.76 3.23
H 2.36 -2.33 2.38
H 3.75 -1.30 2.92
H 3.38 -0.78 0.69
H 1.77 -1.01 0.75
H 1.40 1.61 -0.25
C -8.88 2.13 -0.81
C -7.49 2.51 -0.27
C -6.67 1.16 0.01
C -5.21 1.37 0.01
C -4.63 2.43 -0.95
C -5.38 3.75 -1.29
N -6.88 3.37 -1.27
O -7.70 4.34 -1.70
C -5.07 4.76 -0.18
C -4.84 4.12 -2.67
C -7.85 3.20 1.12
H -9.33 1.41 -0.13
H -8.89 1.62 -1.78
H -9.64 2.90 -0.72
H -7.03 0.69 0.92
H -6.72 0.45 -0.82
H -4.59 0.47 -0.04
H -5.06 1.73 1.03
H -4.51 1.80 -1.84
H -3.65 2.74 -0.59
H -5.58 4.66 0.78
H -4.02 4.71 0.11
H -5.45 5.71 -0.55
H -3.75 4.07 -2.65
H -5.26 3.55 -3.49
H -5.01 5.18 -2.89
H -6.97 3.45 1.69
H -8.43 2.48 1.69
H -8.41 4.13 1.04
H -7.85 4.01 -2.58
C -1.68 -2.75 -2.69
C -0.84 -3.84 -3.45
C -1.99 -4.80 -3.97
C -1.53 -5.91 -4.92
C -0.91 -5.23 -6.07
C 0.34 -4.37 -5.70
N -0.09 -3.36 -4.64
O 0.98 -2.60 -4.30
C 1.46 -5.32 -5.35
C 0.68 -3.58 -7.00
C 0.05 -4.53 -2.44
H -2.35 -2.09 -3.24
H -0.99 -2.21 -2.03
H -2.32 -3.13 -1.90
H -2.62 -5.18 -3.16
H -2.74 -4.34 -4.61
H -2.30 -6.62 -5.24
H -0.92 -6.63 -4.39
H -1.72 -4.62 -6.47
H -0.63 -5.92 -6.86
H 2.34 -4.76 -5.04
H 1.30 -6.10 -4.61
H 1.74 -5.94 -6.21
H -0.14 -2.96 -7.36
H 1.54 -2.92 -6.86
H 0.84 -4.36 -7.74
H -0.35 -4.39 -1.44
H 0.98 -3.97 -2.38
H 0.25 -5.58 -2.63
H 0.74 -1.68 -4.36
C 7.62 -1.76 -2.61
C 7.08 -2.72 -1.57
O 7.51 -2.79 -0.46
C 5.86 -3.52 -2.07
H 8.18 -0.97 -2.11
H 6.75 -1.40 -3.17
H 8.31 -2.27 -3.28
H 5.45 -3.30 -3.05
H 4.95 -3.46 -1.47
H 6.11 -4.57 -1.89
C 8.14 1.19 3.62
C 7.05 1.18 4.55
O 5.94 1.63 4.26
C 7.26 0.52 5.86
H 8.67 0.24 3.68
H 8.71 2.11 3.76
H 7.76 1.30 2.60
H 8.31 0.52 6.13
H 6.87 -0.48 5.67
H 6.66 1.04 6.60
C 0.77 2.33 -5.97
C 0.29 3.41 -6.85
O -0.52 3.24 -7.83
C 0.99 4.78 -6.65
H 1.86 2.34 -5.96
H 0.41 1.38 -6.36
H 0.48 2.39 -4.92
H 1.88 4.64 -6.02
H 0.40 5.42 -5.99
H 1.26 5.33 -7.55
C -3.34 -2.75 4.20
C -3.27 -1.46 4.90
O -4.67 -0.99 4.96
C -5.43 -2.10 4.97
O -6.61 -2.12 5.30
O -4.63 -3.13 4.67
F -2.47 -0.75 4.11
H -2.47 -3.42 4.17
H -3.41 -2.55 3.13
H -2.86 -1.55 5.91
*
```

The total energy comes out at -4352.450918 Eh. Its expectation value of S² is 9.24. The gap between HOMO and LUMO (spin up / spin down) is 4.53 / 4.60 eV. Its LUMO energy (spin up / spin down) is -3.3 / -3.2 eV. The calculation puts the highest occupied orbital energy (spin up / spin down) at -7.80 / -7.80 eV.